{
  "formula": "C29H32Cl4IrN5O4Si",
  "method": "ωB97M-V/def2-TZVPD",
  "lumo_energy_ev": [-2.477, -3.724],
  "homo_energy_ev": [-9.833, -10.550],
  "energy_ev": -107033.791,
  "s2": 0.7756,
  "charge": 1,
  "gap_ev": [7.355, 6.827],
  "multiplicity": 2,
  "elements": ["Ir", "O", "C", "C", "C", "C", "C", "C", "N", "H", "H", "H", "H", "H", "H", "H", "Cl", "C", "C", "Cl", "C", "Cl", "C", "O", "C", "O", "C", "Cl", "N", "C", "N", "N", "C", "N", "H", "H", "H", "H", "C", "Si", "C", "C", "C", "C", "H", "H", "H", "H", "H", "H", "H", "H", "H", "C", "C", "C", "C", "C", "C", "C", "O", "C", "C", "C", "H", "H", "H", "H", "H", "H", "H", "H", "H", "H", "H", "H"],
  "coordinates": [[0.26786, -0.84566, 0.58914], [-1.15530, -2.54780, 1.43267], [-0.57789, -3.11125, 2.59377], [0.83488, -2.64997, 2.84722], [1.53779, -3.21999, 3.89867], [2.83900, -2.84063, 4.14668], [3.41661, -1.89021, 3.31947], [2.66946, -1.34836, 2.30013], [1.38939, -1.70967, 2.06508], [-0.86734, -3.06678, 0.65990], [-0.59305, -4.20184, 2.53993], [-1.20166, -2.82071, 3.44125], [1.04661, -3.96670, 4.50842], [3.39669, -3.28374, 4.96068], [4.43920, -1.56914, 3.45523], [3.07947, -0.60849, 1.63255], [2.92722, -5.34578, -4.07228], [2.05898, -4.01662, -3.44622], [1.58153, -3.00487, -4.35756], [1.88641, -3.19442, -6.03165], [0.89885, -1.92296, -3.89454], [0.29645, -0.69477, -4.92020], [0.66505, -1.76232, -2.47813], [0.09483, -0.78399, -1.97057], [1.10915, -2.81910, -1.58066], [0.81069, -2.71263, -0.33101], [1.82008, -3.91994, -2.09621], [2.35927, -5.11269, -0.97936], [1.88062, 3.29256, 2.36749], [1.09360, 3.17080, 3.43502], [1.17655, 4.07000, 4.41982], [0.21261, 2.18834, 3.60167], [0.00021, 1.32035, 2.68181], [-0.35303, 0.48620, 1.94740], [2.55588, 4.03453, 2.30364], [1.87015, 2.60283, 1.61537], [1.81669, 4.84213, 4.38994], [0.56805, 3.96492, 5.21255], [4.96303, 1.10309, -2.11772], [4.15775, 1.92322, -0.65979], [5.26996, 1.82511, 0.84669], [3.74083, 3.69982, -1.04652], [2.62665, 0.99911, -0.24004], [1.67881, 0.29861, 0.07927], [5.91301, 1.58116, -2.36648], [4.31898, 1.15403, -2.99740], [5.15894, 0.05036, -1.90627], [6.10294, 2.52820, 0.77798], [5.69544, 0.82320, 0.94015], [4.72358, 2.04078, 1.76858], [4.64562, 4.25622, -1.30070], [3.26180, 4.21505, -0.21127], [3.06077, 3.75914, -1.89773], [-7.78527, 1.01713, -2.64404], [-6.44253, 0.82215, -2.00242], [-5.64665, -0.26871, -2.32772], [-4.39472, -0.46042, -1.76277], [-3.59193, -1.65896, -2.18617], [-3.92934, 0.49119, -0.83034], [-2.62743, 0.37393, -0.20526], [-1.88508, -0.59967, -0.30676], [-4.72222, 1.61153, -0.49196], [-4.27062, 2.66276, 0.49410], [-5.96391, 1.75123, -1.08130], [-8.11838, 0.11578, -3.15462], [-7.73711, 1.82346, -3.37868], [-8.53419, 1.29728, -1.90328], [-6.01105, -0.99233, -3.04718], [-4.11078, -2.18699, -2.98412], [-3.44384, -2.34419, -1.35040], [-2.59924, -1.37119, -2.53323], [-2.29124, 1.22646, 0.39569], [-3.39539, 3.20514, 0.13125], [-4.02038, 2.23501, 1.46569], [-5.06661, 3.38786, 0.64817], [-6.58171, 2.60282, -0.82052]],
  "atomic_forces_ev_per_a": [[-1.154, -3.226, 1.893], [0.130, 0.290, -0.461], [0.029, 0.056, 0.113], [-0.064, -0.059, -0.102], [-0.027, -0.024, -0.045], [0.028, -0.008, 0.015], [0.003, -0.022, 0.018], [-0.078, -0.051, -0.019], [0.313, 0.543, -0.012], [-0.106, -0.160, 0.065], [0.024, 0.015, -0.004], [-0.016, 0.048, -0.046], [0.000, -0.014, -0.015], [-0.005, 0.004, -0.002], [-0.006, 0.018, -0.017], [-0.018, 0.067, -0.061], [0.006, -0.019, 0.037], [-0.037, 0.174, -0.388], [0.137, -0.312, 0.109], [-0.011, 0.029, -0.050], [-0.023, 0.110, 0.179], [0.022, -0.004, -0.017], [0.012, 0.028, 0.105], [-0.177, 0.302, -0.460], [0.113, -0.204, -0.223], [0.041, 0.756, 0.007], [-0.208, 0.176, 0.323], [0.011, -0.049, -0.015], [0.123, -0.129, -0.303], [-0.151, -0.078, 0.057], [0.040, -0.007, -0.039], [0.133, 0.169, 0.155], [-0.504, -0.234, 0.028], [0.650, 0.705, -0.256], [-0.003, 0.010, -0.027], [-0.005, 0.071, 0.135], [-0.001, 0.007, 0.011], [-0.006, -0.001, -0.005], [0.063, -0.007, -0.094], [-0.059, -0.144, 0.034], [0.046, 0.028, 0.016], [-0.019, 0.069, -0.020], [-0.110, 0.112, 0.246], [0.657, 0.745, -0.619], [0.000, -0.003, -0.006], [-0.004, -0.004, 0.000], [0.003, -0.002, -0.002], [0.005, -0.009, -0.009], [-0.018, -0.008, 0.014], [0.003, 0.020, 0.004], [0.000, 0.007, 0.001], [-0.012, 0.009, 0.027], [-0.005, -0.007, -0.005], [0.021, 0.013, 0.008], [-0.007, -0.012, -0.017], [-0.009, 0.023, 0.008], [0.029, -0.037, -0.031], [-0.006, 0.008, 0.025], [-0.016, 0.022, 0.053], [0.019, -0.031, -0.094], [0.204, 0.231, -0.187], [-0.014, 0.023, 0.000], [0.016, -0.037, -0.018], [-0.004, -0.010, 0.011], [-0.004, -0.001, 0.002], [-0.003, -0.003, -0.004], [-0.005, -0.006, -0.002], [-0.001, 0.001, -0.002], [-0.002, -0.003, 0.000], [0.001, -0.004, -0.009], [0.000, 0.012, -0.006], [0.019, 0.016, -0.017], [-0.001, 0.004, 0.001], [-0.009, 0.002, 0.007], [0.003, 0.009, -0.001], [0.002, 0.002, 0.001]]
}

---

{
  "formula": "C29H32ClN2O13",
  "method": "ωB97M-V/def2-TZVPD",
  "lumo_energy_ev": -4.575,
  "homo_energy_ev": -11.278,
  "energy_ev": -72697.777,
  "charge": 1,
  "gap_ev": 6.704,
  "multiplicity": 1,
  "elements": ["C", "C", "C", "Cl", "C", "C", "N", "C", "C", "C", "O", "N", "C", "C", "C", "H", "H", "H", "H", "H", "H", "H", "H", "H", "H", "H", "H", "H", "H", "H", "H", "H", "H", "H", "H", "C", "C", "C", "O", "C", "C", "C", "O", "O", "O", "H", "H", "H", "H", "C", "C", "C", "O", "C", "C", "C", "O", "O", "O", "H", "H", "H", "H", "C", "C", "C", "O", "C", "C", "C", "O", "O", "O", "H", "H", "H", "H"],
  "coordinates": [[5.88874, 1.55970, 1.24672], [6.05188, 2.93141, 0.36369], [5.05790, 3.04640, -0.93521], [5.01445, 1.50236, -1.99105], [3.50571, 3.44481, -0.58998], [3.17252, 4.74526, 0.35162], [1.63160, 4.66440, 0.33723], [1.18689, 3.34160, 0.21793], [-0.41376, 2.99838, 0.13052], [-0.80011, 1.41842, 0.33644], [-2.06976, 1.05624, 0.02304], [0.09682, 0.33167, 0.88687], [-0.23192, -1.03854, 0.29950], [-0.09302, 0.33725, 2.40201], [2.52562, 2.37953, 0.17940], [6.90913, 1.36963, 1.83345], [5.00926, 1.70125, 2.02608], [5.68696, 0.58817, 0.61461], [7.16409, 3.02317, -0.06002], [5.88779, 3.86622, 1.07650], [5.46748, 3.90553, -1.65577], [2.96917, 3.68572, -1.61119], [3.53284, 5.77861, -0.12248], [3.55939, 4.68024, 1.47560], [1.07586, 5.54726, 0.36575], [-0.75304, 3.28146, -0.97806], [-1.04153, 3.71030, 0.83554], [-0.02584, -1.09643, -0.86784], [-1.33076, -1.39582, 0.52868], [0.48390, -1.85584, 0.78601], [-0.93467, -0.47163, 2.62633], [0.93485, 0.08498, 2.90463], [-0.48848, 1.42392, 2.67176], [2.41030, 1.28998, -0.23826], [2.98092, 2.36736, 1.27842], [-4.91531, 0.00785, 0.80651], [-4.45337, -1.06455, 1.45248], [-5.37806, -2.09361, 2.00349], [-4.92332, -3.07787, 2.57572], [-6.82432, -1.87936, 1.83910], [-7.28616, -0.80514, 1.19612], [-6.36065, 0.20934, 0.62133], [-6.81454, 1.17686, 0.01963], [-8.64420, -0.59620, 1.04040], [-3.09628, -1.25938, 1.63272], [-4.25440, 0.76247, 0.39901], [-7.48570, -2.62584, 2.25990], [-8.72302, 0.24614, 0.54165], [-3.01738, -2.10471, 2.12615], [0.35689, 1.84143, -6.50998], [0.48919, 2.89115, -5.69677], [1.72810, 3.09890, -4.89702], [1.82822, 4.08303, -4.17282], [2.79677, 2.09381, -5.00817], [2.66284, 1.04234, -5.81880], [1.43554, 0.84960, -6.63901], [1.34919, -0.11708, -7.38883], [3.66212, 0.09254, -5.92602], [-0.52145, 3.82615, -5.56827], [-0.53723, 1.67937, -7.09871], [3.68440, 2.24749, -4.40799], [3.32826, -0.56529, -6.57433], [-0.18507, 4.48707, -4.92460], [-0.46857, -5.38826, 2.72468], [-0.00662, -6.46066, 3.37066], [-0.93131, -7.48972, 3.92167], [-0.47657, -8.47398, 4.49390], [-2.37757, -7.27547, 3.75727], [-2.83941, -6.20125, 3.11430], [-1.91390, -5.18677, 2.53951], [-2.36779, -4.21925, 1.93780], [-4.19746, -5.99231, 2.95857], [1.35046, -6.65549, 3.55090], [0.19235, -4.63364, 2.31718], [-3.03895, -8.02195, 4.17808], [-4.27627, -5.14996, 2.45983], [1.42937, -7.50082, 4.04432]],
  "atomic_forces_ev_per_a": [[0.351, 0.059, 0.404], [0.568, -0.280, -0.387], [-0.181, 1.615, 0.564], [0.058, 1.389, 1.130], [-0.902, 0.139, -0.477], [0.728, 0.556, -0.592], [0.155, -3.908, -0.333], [0.801, 2.503, 0.700], [0.789, 0.020, -0.529], [-6.336, -3.345, -0.849], [7.875, 3.035, 1.306], [-1.397, 1.483, -0.854], [-0.068, -1.606, -0.443], [-0.392, 0.124, -0.039], [0.162, 1.171, 0.367], [-2.395, 0.499, -1.162], [1.890, -0.423, -1.520], [0.355, 2.153, 1.079], [-2.501, -0.304, 0.965], [0.245, -1.870, -1.632], [-0.941, -1.980, 1.619], [1.235, -0.443, 1.783], [-0.966, -2.325, 1.075], [-0.851, -0.040, -2.450], [0.235, -1.383, 0.015], [0.776, -0.749, 2.312], [1.398, -1.637, -1.271], [-0.478, 0.452, 2.529], [2.264, 1.002, -0.594], [-1.315, 2.048, -0.871], [1.792, 1.919, -0.088], [-2.156, 0.515, -0.774], [0.951, -2.412, -0.038], [-0.058, 2.452, 0.769], [-1.366, -0.297, -2.037], [-0.246, 0.223, -0.115], [1.618, 0.347, -0.075], [-0.522, -0.772, 0.412], [-0.113, 0.751, -0.357], [0.400, -0.263, 0.140], [-2.044, -0.137, 0.029], [0.252, 0.908, -0.535], [0.103, -0.825, 0.531], [2.069, 0.376, -0.173], [-1.946, -0.429, 0.408], [-0.076, -0.109, 0.017], [0.039, 0.036, -0.027], [0.002, -0.345, 0.190], [-0.006, 0.011, -0.259], [0.104, -0.243, -0.097], [-1.535, 0.879, -0.227], [0.748, -0.057, 0.300], [-0.338, -0.298, -0.110], [-0.233, 0.541, 0.251], [1.793, -1.202, 0.161], [-0.756, -0.660, -0.901], [0.366, 0.768, 0.795], [-1.906, 1.039, -0.313], [1.712, -0.754, 0.451], [0.063, 0.014, 0.022], [-0.033, -0.014, -0.063], [0.152, 0.227, 0.212], [-0.147, -0.252, -0.374], [-0.396, 0.285, -0.149], [2.076, 0.176, 0.000], [-0.499, -1.044, 0.590], [0.003, 0.912, -0.500], [0.421, -0.218, 0.146], [-2.135, -0.152, -0.012], [0.496, 0.639, -0.355], [0.216, -0.535, 0.338], [2.214, 0.295, -0.227], [-2.056, -0.349, 0.104], [-0.029, -0.068, 0.013], [0.042, 0.043, -0.032], [-0.171, -0.161, 0.300], [-0.028, 0.292, -0.186]]
}

---

{
  "formula": "C29H32CoFN5OPSi",
  "method": "ωB97M-V/def2-TZVPD",
  "lumo_energy_ev": [-2.877, -2.066],
  "homo_energy_ev": [-10.083, -10.152],
  "energy_ev": -97599.611,
  "s2": 0.8278,
  "charge": 1,
  "gap_ev": [7.206, 8.085],
  "multiplicity": 2,
  "elements": ["Co", "C", "Si", "C", "C", "N", "C", "C", "C", "C", "C", "C", "F", "H", "H", "H", "H", "H", "H", "H", "H", "H", "H", "H", "H", "H", "N", "C", "N", "N", "C", "N", "H", "H", "H", "H", "O", "P", "C", "C", "C", "C", "C", "C", "C", "C", "C", "C", "C", "C", "C", "C", "C", "C", "C", "C", "H", "H", "H", "H", "H", "H", "H", "H", "H", "H", "H", "H", "H", "H", "H"],
  "coordinates": [[-0.62417, -0.99451, -0.70597], [-3.05715, -4.56445, -1.02887], [-1.55415, -3.68468, -1.66408], [-0.15934, -3.85675, -0.43244], [-1.01244, -4.33427, -3.31345], [-1.83608, -1.94801, -1.70473], [-2.78217, -1.26964, -2.47457], [-3.71504, -1.86266, -3.32741], [-4.64403, -1.09871, -4.01981], [-4.66358, 0.28252, -3.89078], [-3.74130, 0.90840, -3.06070], [-2.84235, 0.11807, -2.39113], [-1.91351, 0.72697, -1.57668], [-2.84901, -5.63020, -0.90611], [-3.91684, -4.47150, -1.69321], [-3.34279, -4.16234, -0.05442], [0.12227, -4.90250, -0.29113], [-0.44778, -3.46958, 0.55070], [0.74228, -3.33433, -0.77158], [-0.74871, -5.39251, -3.25382], [-0.13022, -3.78677, -3.65442], [-1.78441, -4.22956, -4.07761], [-3.71794, -2.93804, -3.44526], [-5.35696, -1.58889, -4.66868], [-5.38818, 0.87337, -4.43343], [-3.71737, 1.98177, -2.93165], [3.31482, 2.16923, -2.09925], [3.86204, 1.02490, -2.54221], [5.07322, 1.08317, -3.11302], [3.29520, -0.16576, -2.46343], [2.13073, -0.27382, -1.88366], [1.11120, -0.51465, -1.39433], [3.84253, 3.02324, -2.06773], [2.46685, 2.13260, -1.56039], [5.50354, 1.95500, -3.36220], [5.42389, 0.23693, -3.52822], [-0.55003, -0.35613, 1.13600], [0.23281, 0.72919, 1.85385], [-0.07331, 0.62452, 3.60626], [-1.13662, -0.16038, 4.04541], [-1.40719, -0.25309, 5.40363], [-0.62036, 0.43290, 6.31570], [0.44431, 1.21368, 5.87923], [0.72112, 1.30868, 4.52652], [1.99640, 0.57321, 1.57973], [2.53718, -0.70451, 1.43034], [3.90297, -0.86276, 1.26481], [4.73681, 0.24921, 1.26256], [4.20644, 1.52122, 1.42281], [2.83623, 1.68518, 1.57765], [-0.23058, 2.36515, 1.29736], [-0.83019, 3.29540, 2.14003], [-1.22714, 4.53049, 1.64075], [-1.04048, 4.83120, 0.30186], [-0.46200, 3.89709, -0.55221], [-0.05914, 2.67195, -0.05519], [-1.74198, -0.69471, 3.32514], [-2.23173, -0.86277, 5.74749], [-0.83239, 0.35607, 7.37393], [1.05912, 1.74137, 6.59567], [1.55922, 1.91021, 4.19361], [1.88826, -1.57195, 1.43641], [4.31958, -1.85350, 1.14187], [5.80487, 0.12103, 1.14339], [4.85863, 2.38502, 1.43396], [2.42374, 2.68051, 1.69523], [-0.98521, 3.06250, 3.18533], [-1.68833, 5.25367, 2.29960], [-1.35769, 5.79055, -0.08510], [-0.34546, 4.12557, -1.60394], [0.34908, 1.92219, -0.72401]],
  "atomic_forces_ev_per_a": [[-0.401, -0.093, 0.064], [-0.134, -0.121, 0.098], [-0.123, 0.219, -0.014], [0.139, 0.052, 0.105], [0.089, -0.032, -0.206], [0.032, 0.036, -0.182], [0.258, -0.221, 0.130], [-0.129, -0.020, -0.096], [0.064, -0.005, 0.044], [-0.021, 0.026, -0.014], [-0.010, -0.052, -0.007], [-0.006, 0.175, -0.068], [-0.001, -0.028, 0.041], [-0.014, 0.004, 0.011], [-0.005, 0.000, 0.001], [-0.024, -0.021, -0.004], [-0.030, -0.010, -0.017], [0.030, 0.000, 0.008], [0.001, -0.007, 0.025], [0.001, 0.002, 0.012], [-0.006, -0.028, -0.036], [0.011, 0.001, -0.003], [0.017, -0.002, 0.014], [-0.003, -0.006, 0.000], [0.003, 0.003, 0.003], [0.001, 0.004, 0.001], [-0.070, -0.050, 0.001], [0.168, -0.030, -0.059], [-0.021, -0.046, -0.015], [-0.246, 0.276, 0.178], [0.205, -0.358, -0.154], [-0.139, 0.206, 0.049], [0.026, -0.007, -0.007], [-0.032, 0.018, 0.067], [-0.002, 0.006, 0.009], [0.018, 0.011, -0.003], [0.465, 0.128, 0.062], [-0.140, -0.077, -0.112], [-0.057, -0.114, 0.127], [-0.013, 0.030, 0.030], [-0.001, 0.001, -0.031], [0.018, 0.013, 0.005], [-0.036, -0.023, 0.014], [0.028, 0.004, -0.008], [0.174, -0.017, 0.055], [0.011, 0.025, 0.044], [-0.012, 0.000, -0.005], [0.010, 0.002, -0.011], [-0.008, -0.014, -0.016], [-0.012, 0.004, -0.025], [-0.125, 0.161, -0.076], [0.068, 0.049, 0.017], [0.010, -0.028, 0.015], [0.006, -0.008, -0.028], [-0.019, 0.049, 0.023], [0.000, -0.056, -0.008], [0.007, -0.001, -0.005], [0.001, -0.002, 0.000], [0.003, 0.006, 0.000], [0.006, 0.003, -0.005], [-0.002, -0.015, -0.024], [-0.022, 0.009, -0.008], [0.001, -0.001, 0.003], [-0.001, -0.002, -0.002], [-0.005, 0.000, 0.003], [-0.016, 0.002, 0.001], [-0.012, -0.002, 0.004], [-0.003, -0.006, 0.006], [0.002, 0.003, 0.002], [0.008, -0.019, 0.004], [0.017, -0.002, -0.024]]
}

---

Table of relative energy (zero: lowest compared OMol25 entry of this formula, charge and spin) (kcal/mol), in record order: 36.22 166.43 0.00